Entry 1:
Molecular formula: CH4IN3
Method: DFT, ωB97M-V/def2-TZVPD

Summary:
Highest occupied orbital energy = -8.87 eV
Structure (SMILES) = C/N=N/NI
Electronic energy = -13669.6999 eV
ΔE to the lowest compared entry with this formula, charge and spin = 41.9 kJ/mol
Orbital gap = 0.3036 hartree

Last column: natural (NBO) charge in e.
Element x y z (Å)
C -0.60057 -0.78336 -1.37128  -0.463
N 0.04292 -0.68191 -0.07262  -0.238
N 0.09180 0.50362 0.34315  -0.035
N 0.72146 0.66696 1.58205  -0.629
I 0.72266 2.63458 2.29967  0.334
H -1.15612 -1.71493 -1.47297  0.216
H 0.18327 -0.72508 -2.12618  0.206
H -1.06151 0.20483 -1.33365  0.213
H 1.05609 -0.10471 2.15183  0.396

Entry 2:
Molecular formula: C4H6S
Method: DFT, ωB97M-V/def2-TZVPD

Summary:
Highest occupied orbital energy = -8.69 eV
Structure (SMILES) = C=CCC=S
Electronic energy = -15076.3815 eV
ΔE to the lowest compared entry with this formula, charge and spin = 329.1 kJ/mol
Orbital gap = 0.3128 hartree

Last column: natural (NBO) charge in e.
Element x y z (Å)
C 1.67011 -1.04276 0.49935  -0.421
C 1.24410 0.12934 0.14997  -0.122
C -0.49935 0.65781 -0.36357  -0.502
C -2.06991 0.36289 0.01735  -0.309
S -2.65032 -1.08683 0.27348  0.092
H 2.73315 -1.02809 0.62325  0.195
H 1.20072 -2.01020 0.86874  0.220
H 2.04455 0.77282 -0.04765  0.194
H -0.39203 1.73558 -0.51745  0.206
H -0.45959 0.28641 -1.47026  0.235
H -2.82143 1.22304 -0.03322  0.214

Entry 3:
Molecular formula: CH4N2O
Method: DFT, ωB97M-V/def2-TZVPD

Summary:
Highest occupied orbital energy = -9.67 eV
Electronic energy = -6125.3204 eV
ΔE to the lowest compared entry with this formula, charge and spin = 500.5 kJ/mol
Orbital gap = 0.3914 hartree

Last column: natural (NBO) charge in e.
Element x y z (Å)
C 0.83939 0.12421 -0.00507  0.518
N 1.99192 0.32178 -0.32246  -0.711
N -1.46589 -0.00159 -0.11163  -0.510
O -0.17819 -0.12711 -0.79109  -0.390
H 0.16827 0.02226 1.37816  0.011
H 2.67189 0.47926 0.33663  0.376
H -1.76980 -0.83560 0.33948  0.344
H -2.25759 0.01679 -0.82401  0.362

Entry 4:
Molecular formula: C24H23BrClN4O7P2Ru
Method: DFT, ωB97M-V/def2-TZVPD

Summary:
Highest occupied orbital energy (spin up / spin down) = -9.64 / -11.10 eV
Electronic energy = -149276.5165 eV
Charge = +1
Spin multiplicity = 5
Orbital gap (spin up / spin down) = 0.2068 / 0.2191 hartree

Last column: Mulliken charge in e.
Element x y z (Å)
Ru 0.19373 0.25680 -0.38186  1.237
Br -0.14217 -9.48206 -1.02243  -0.162
C -1.45388 -8.15342 -1.27644  0.136
C -2.62517 -8.19521 -0.52934  -0.402
C -3.57469 -7.20760 -0.69702  -0.181
C -3.34735 -6.15913 -1.59580  0.276
C -2.17809 -6.14946 -2.36952  -0.364
C -1.23325 -7.14593 -2.20615  -0.607
N -4.30144 -5.16063 -1.66969  -0.668
N -4.17310 -4.16437 -2.45608  -0.293
C -3.39556 -3.07323 -2.26424  -0.264
C -3.22995 -2.20247 -3.34348  -0.579
C -2.31831 -1.14285 -3.31008  -0.651
C -1.57666 -0.90362 -2.18388  0.719
O -0.64815 0.09020 -2.11103  -0.400
C -1.79039 -1.70823 -1.04756  0.792
N -1.05359 -1.36755 0.04793  -0.131
C -1.26214 -1.97838 1.19700  -0.301
C -2.20303 -3.00321 1.31722  -1.297
C -2.90966 -3.40685 0.20935  -0.274
C -2.70879 -2.76749 -1.02842  0.315
H -2.79222 -9.00392 0.16831  0.417
H -4.50210 -7.22559 -0.13938  0.480
H -2.02481 -5.36360 -3.09763  0.430
H -0.32983 -7.15010 -2.80038  0.416
H -3.80414 -2.40584 -4.23739  0.454
H -2.19070 -0.49670 -4.16908  0.500
H -0.66945 -1.63604 2.03504  0.648
H -2.36048 -3.47205 2.27778  0.433
H -3.64259 -4.19568 0.29476  0.678
N 0.22071 3.82184 2.93721  -0.160
C -0.33991 2.40529 2.79279  0.582
C -1.13576 1.99118 4.02892  -1.670
P 1.18441 1.36722 2.51986  0.378
O 1.37234 0.70320 3.95988  -0.541
O 2.28043 2.31103 2.17791  -0.867
O 0.87307 0.22395 1.56110  -0.425
P -1.37557 2.53343 1.23152  0.329
O -2.80094 2.83113 1.89143  -0.528
O -0.80514 3.71625 0.53051  -0.863
O -1.49201 1.19663 0.51147  -0.347
H -0.14224 4.30515 3.75528  0.324
H -0.04534 4.30541 2.04851  0.371
H 1.25250 3.76125 2.94128  0.336
H -0.50305 1.97232 4.91455  0.482
H -1.53787 0.98927 3.88361  0.337
H -1.97766 2.66415 4.18504  0.523
H 2.29306 0.46735 4.13952  0.385
H -3.52206 2.87095 1.24764  0.370
Cl 3.89368 -2.47803 -3.46722  -0.161
C 3.11953 -1.14328 -2.72681  0.473
C 2.40151 -0.23935 -3.54825  -0.877
C 1.76789 0.81617 -2.98365  -0.495
C 1.86728 1.06185 -1.57118  -0.462
C 1.16200 2.11781 -0.92751  -0.168
C 2.62075 0.15236 -0.78173  0.687
C 3.22737 -0.96494 -1.37008  -1.222
H 2.35628 -0.41450 -4.61389  0.452
H 1.20324 1.50893 -3.59168  0.466
H 0.57798 2.79435 -1.53645  0.350
H 1.57487 2.54240 -0.02157  0.525
H 2.84053 0.40831 0.24491  0.558
H 3.80619 -1.65739 -0.77602  0.500

Entry 5:
Molecular formula: C23H43B4N3O9
Method: DFT, ωB97M-V/def2-TZVPD

Summary:
Highest occupied orbital energy = -10.10 eV
Structure (SMILES) = CCOC(=O)CCCB1OB(CCCOC(C)=O)OB(B(O)O)O1.CCCC#N.CCCC#N.CCCC#N
Electronic energy = -50161.8906 eV
Orbital gap = 0.3708 hartree

Last column: Mulliken charge in e.
Element x y z (Å)
C 9.31836 -1.52349 4.69057  -1.224
C 8.00451 -0.76796 4.76787  -0.015
O 8.21337 0.36550 5.62288  -0.293
C 7.24466 1.28607 5.83407  0.529
O 7.51276 2.27255 6.45515  -0.600
C 5.87163 1.00641 5.26080  -0.300
C 4.81575 2.01008 5.71964  -0.601
C 3.39325 1.43167 5.70953  -0.778
B 2.94159 0.62947 4.44990  0.245
O 1.84288 -0.21137 4.49149  -0.173
B 0.97180 -0.03018 3.42526  0.183
C -0.55019 0.22432 3.65557  -1.024
C -1.41210 0.43700 2.39702  0.434
C -2.38349 1.59911 2.55228  -1.049
O -3.56829 1.31337 1.79852  -0.223
C -4.72308 1.93386 2.15224  0.596
C -4.64463 3.42980 2.33293  -0.858
O -5.73972 1.31332 2.22555  -0.564
O 1.55316 0.02475 2.16449  -0.215
B 2.83093 0.54698 2.04763  -0.194
B 3.46861 0.87608 0.48848  0.516
O 4.52947 0.19515 -0.07700  -0.656
O 2.85654 1.82413 -0.27526  -0.581
O 3.55419 0.79391 3.20897  0.193
H 9.13458 -2.58312 4.51259  0.358
H 9.94915 -1.14817 3.88542  0.295
H 9.85573 -1.41681 5.63171  0.328
H 7.70087 -0.41495 3.77970  0.201
H 7.22127 -1.40191 5.18861  0.266
H 5.56528 -0.01495 5.50966  0.229
H 5.96351 1.02369 4.17076  0.229
H 4.85967 2.91455 5.11116  0.297
H 5.07129 2.32765 6.73090  0.418
H 3.20265 0.83808 6.60909  0.332
H 2.67564 2.26360 5.76456  0.402
H -0.57405 1.12162 4.29310  0.395
H -0.97441 -0.55903 4.29072  0.394
H -0.78751 0.58606 1.51714  -0.204
H -2.01386 -0.45463 2.21792  0.328
H -1.93372 2.53190 2.19524  0.292
H -2.65070 1.73512 3.60555  0.573
H -3.81081 3.73681 2.96374  0.314
H -5.57722 3.78428 2.76215  0.313
H -4.49853 3.88913 1.35331  0.270
H 5.14319 -0.15860 0.57206  0.303
H 3.30803 1.94453 -1.12033  0.283
C 1.18768 -1.21528 -1.20893  -0.787
C 0.29070 -2.42983 -1.39840  -0.756
C -1.00369 -2.10939 -2.15352  -0.496
C -1.83480 -1.12460 -1.46205  0.344
N -2.48687 -0.35057 -0.92122  -0.448
H 0.69880 -0.44737 -0.60841  0.154
H 2.11155 -1.49380 -0.70054  0.301
H 1.45577 -0.77152 -2.17060  0.348
H 0.03933 -2.86030 -0.42665  0.314
H 0.82147 -3.20044 -1.96027  0.369
H -1.61018 -3.00248 -2.30132  0.446
H -0.77659 -1.71048 -3.14466  0.247
C -6.65317 -1.08403 -5.04474  -0.899
C -6.44436 -0.77490 -3.56930  -0.648
C -4.95774 -0.66081 -3.21189  -0.039
C -4.22486 -1.89351 -3.50178  0.277
N -3.65370 -2.86343 -3.72561  -0.603
H -6.22573 -2.05795 -5.29598  0.326
H -7.71253 -1.11269 -5.29879  0.370
H -6.17180 -0.33334 -5.67145  0.076
H -6.90871 -1.54441 -2.94990  0.334
H -6.91968 0.17220 -3.31029  0.359
H -4.80951 -0.42816 -2.15621  0.216
H -4.49184 0.14044 -3.79049  0.247
C -2.26080 -0.43838 -7.51235  -1.168
C -3.31219 -1.46103 -7.92076  -0.217
C -4.39008 -0.87329 -8.84118  -0.462
C -5.12057 0.21316 -8.18813  0.260
N -5.70811 1.01768 -7.62101  -0.496
H -2.70621 0.38029 -6.94483  0.330
H -1.49850 -0.90154 -6.88623  0.302
H -1.76434 -0.01149 -8.38619  0.347
H -3.79059 -1.87753 -7.03190  0.137
H -2.83998 -2.29314 -8.44545  0.319
H -5.11436 -1.63905 -9.12253  0.292
H -3.94585 -0.48442 -9.75981  0.342